Computed, not measured: the molecule C17H19FN2O, with ωB97M-V/def2-TZVPD.

Results
- SMILES = O=C(NCCCCc1ccccc1)Nc1ccc(F)cc1
- Kohn-Sham gap (eV) = 8.79
- total charge = 0

Last column: natural (NBO) charge in e.
Element x y z (Å)
O (0.59495, -2.12219, 0.50520)  -0.66
C (-0.36452, -1.69499, 1.10885)  0.79
N (-0.25282, -0.99757, 2.27433)  -0.63
C (1.02373, -0.73856, 2.89960)  -0.23
C (1.30494, 0.75228, 3.10573)  -0.40
C (1.79428, 1.47984, 1.85362)  -0.38
C (0.73189, 1.61525, 0.75673)  -0.41
C (1.27450, 2.43300, -0.38050)  -0.03
C (1.19121, 3.81920, -0.36265)  -0.21
C (1.73224, 4.57196, -1.38964)  -0.21
C (2.36743, 3.94567, -2.44821)  -0.22
C (2.45615, 2.56426, -2.47468)  -0.22
C (1.91372, 1.81388, -1.44672)  -0.16
N (-1.67769, -1.84364, 0.70577)  -0.61
C (-2.17162, -2.53209, -0.40121)  0.15
C (-1.34599, -3.15416, -1.33535)  -0.24
C (-1.89729, -3.82537, -2.41002)  -0.25
C (-3.27182, -3.87147, -2.54894)  0.36
F (-3.81112, -4.52976, -3.60025)  -0.33
C (-4.11237, -3.26013, -1.63717)  -0.27
C (-3.55605, -2.59149, -0.56474)  -0.23
H (-1.07192, -0.65115, 2.74602)  0.38
H (1.05140, -1.24892, 3.87052)  0.19
H (1.77967, -1.18469, 2.25018)  0.24
H (0.40329, 1.23963, 3.48671)  0.19
H (2.07549, 0.84007, 3.87430)  0.21
H (2.12620, 2.48119, 2.14035)  0.21
H (2.65737, 0.95111, 1.44500)  0.20
H (0.45775, 0.62710, 0.39023)  0.22
H (-0.15709, 2.09674, 1.17222)  0.20
H (0.69526, 4.31307, 0.46178)  0.20
H (1.65816, 5.64972, -1.36412)  0.21
H (2.79042, 4.53254, -3.25037)  0.21
H (2.94932, 2.07025, -3.29922)  0.21
H (1.98184, 0.73555, -1.46949)  0.21
H (-2.39032, -1.44210, 1.29808)  0.39
H (-0.27776, -3.11000, -1.20929)  0.26
H (-1.26847, -4.31193, -3.13834)  0.23
H (-5.18132, -3.31164, -1.76983)  0.23
H (-4.20304, -2.11047, 0.15554)  0.20

Forces on the atoms, in the same order (eV/Å):
O 0.34 -0.17 -0.33
C -0.53 0.12 0.28
N -0.10 0.15 0.25
C 0.16 0.10 0.23
C 0.20 -0.18 -0.23
C -0.35 -0.05 0.20
C 0.31 0.05 0.01
C -0.15 -0.05 -0.01
C 0.00 -0.02 -0.01
C 0.01 0.11 0.00
C 0.05 0.06 -0.09
C 0.07 -0.01 -0.08
C -0.02 0.02 0.02
N -0.13 0.27 0.36
C -0.06 -0.23 -0.37
C 0.10 0.06 0.11
C -0.41 -0.06 -0.11
C 0.06 0.05 0.07
F 0.03 0.03 0.05
C 0.09 -0.14 -0.22
C 0.23 0.01 0.03
H 0.01 -0.08 -0.11
H 0.08 0.00 -0.13
H -0.03 0.00 0.14
H -0.01 0.06 0.11
H -0.05 0.01 0.09
H 0.06 0.00 -0.06
H 0.10 0.03 -0.02
H -0.09 0.03 -0.01
H -0.06 -0.05 0.00
H -0.06 0.04 0.09
H -0.01 0.08 0.00
H 0.03 0.04 -0.06
H 0.03 -0.04 -0.07
H -0.01 -0.14 0.00
H 0.19 -0.06 -0.07
H 0.02 0.00 -0.01
H 0.05 -0.05 -0.08
H -0.10 -0.01 -0.03
H -0.07 0.05 0.07


Computed, not measured: a cluster of 5 separate species, C33H91N13O9P4S in total at a distorted geometry, with ωB97M-V/def2-TZVPD.

Results
- SMILES = CCCN[C@]1(CCCCO)COS(=O)(=O)O1.CN(C)P(=O)(N(C)C)N(C)C.CN(C)P(=O)(N(C)C)N(C)C.CN(C)P(=O)(N(C)C)N(C)C.CN(C)P(=O)(N(C)C)N(C)C
- Kohn-Sham gap (eV) = 8.01
- total charge = 0

Last column: Mulliken charge in e.
Element x y z (Å)
C (-0.21168, -11.05172, 0.05902)  -1.28
C (-0.19765, -10.48060, -1.37006)  -0.19
C (1.26097, -10.56107, -1.90063)  -0.93
N (1.53244, -9.54965, -2.91854)  -0.33
C (2.66133, -8.63597, -2.75595)  1.24
C (2.23070, -7.16647, -2.50304)  -1.22
C (2.64290, -6.38732, -1.22596)  -0.45
C (3.37214, -7.09341, -0.08766)  -0.88
C (2.57242, -8.17564, 0.65496)  -0.15
O (1.21966, -7.84270, 0.87591)  -0.59
C (3.21613, -8.57035, -4.23438)  -0.54
O (3.93152, -9.80902, -4.42882)  -0.34
S (4.45212, -10.35416, -3.02914)  1.18
O (5.85321, -10.24213, -2.84970)  -0.64
O (3.94485, -11.65939, -2.81324)  -0.58
O (3.77367, -9.20756, -2.11472)  -0.28
H (0.43979, -10.41557, 0.66070)  0.27
H (0.27224, -12.03056, 0.03113)  0.33
H (-1.21681, -11.10438, 0.46924)  0.40
H (-0.87431, -11.04312, -2.01399)  0.39
H (-0.48453, -9.42351, -1.37943)  0.23
H (1.93923, -10.58565, -1.05330)  0.32
H (1.32668, -11.54377, -2.37818)  0.36
H (0.71826, -9.10746, -3.30842)  0.37
H (2.54589, -6.57149, -3.36143)  0.29
H (1.14152, -7.14430, -2.56846)  0.27
H (1.74324, -5.92453, -0.80349)  -0.12
H (3.25823, -5.53492, -1.52304)  0.53
H (3.62620, -6.33202, 0.65628)  0.51
H (4.33690, -7.50987, -0.38664)  0.39
H (3.02059, -8.26794, 1.64595)  0.49
H (2.72587, -9.14452, 0.16957)  -0.11
H (0.72642, -7.87591, 0.05114)  0.30
H (2.35078, -8.64557, -4.88599)  0.35
H (3.90880, -7.75650, -4.44282)  0.45
C (-2.57601, -2.34800, 1.16446)  -0.83
N (-1.27944, -2.82786, 0.73428)  0.42
C (-0.29440, -2.75722, 1.79799)  -1.09
P (-0.62425, -3.12153, -0.82376)  0.53
O (-0.23538, -4.56433, -0.62520)  -0.79
N (-1.74216, -3.42084, -2.11555)  0.19
C (-3.10852, -2.92064, -2.22849)  -1.07
C (-1.65968, -4.73606, -2.75314)  -0.97
N (-0.45598, -1.47786, -1.21305)  0.11
C (-1.36450, -0.37445, -0.96584)  -0.84
C (0.34865, -1.28293, -2.43094)  -1.00
H (-2.51663, -1.32216, 1.55870)  0.19
H (-2.97461, -2.97387, 1.96765)  0.44
H (-3.32790, -2.34367, 0.38310)  0.11
H (0.23720, -1.79194, 1.79203)  0.31
H (0.44885, -3.55131, 1.69457)  0.19
H (-0.76052, -2.88351, 2.77605)  0.38
H (-3.68581, -3.02923, -1.30928)  0.30
H (-3.65992, -3.47511, -2.98719)  0.44
H (-3.13518, -1.88649, -2.57976)  0.28
H (-2.19189, -5.50946, -2.18447)  0.34
H (-0.62750, -5.04922, -2.88192)  0.05
H (-2.08910, -4.69673, -3.75770)  0.50
H (-2.41973, -0.62618, -1.05624)  0.33
H (-1.16957, 0.42675, -1.67869)  0.27
H (-1.20329, 0.06000, 0.02455)  0.22
H (-0.25053, -1.42114, -3.33902)  0.33
H (1.17679, -1.99554, -2.46065)  0.29
H (0.79519, -0.28740, -2.45376)  0.31
C (-5.50831, -1.77138, 6.50828)  -0.96
N (-5.21244, -1.38685, 5.14767)  0.22
C (-3.91340, -0.74690, 5.03327)  -0.82
P (-6.20828, -1.22951, 3.75401)  0.69
O (-5.44670, -2.15793, 2.84646)  -0.76
N (-7.69032, -2.12221, 3.71893)  0.20
C (-8.49849, -2.53008, 4.86341)  -1.03
C (-7.81557, -3.12826, 2.65977)  -1.12
N (-6.96320, 0.19816, 4.29490)  0.03
C (-7.44426, 0.53614, 5.62016)  -0.98
C (-7.74353, 0.83960, 3.22433)  -1.15
H (-5.44952, -0.91660, 7.19837)  0.37
H (-4.78662, -2.51683, 6.86046)  0.32
H (-6.49199, -2.21303, 6.63112)  0.24
H (-3.98922, 0.34484, 5.15672)  0.29
H (-3.46722, -0.94473, 4.05580)  -0.01
H (-3.21804, -1.12662, 5.78289)  0.40
H (-7.91202, -2.96748, 5.67308)  0.25
H (-9.21461, -3.29794, 4.57433)  0.42
H (-9.11910, -1.71187, 5.23665)  0.26
H (-7.31590, -4.06917, 2.91839)  0.34
H (-7.40865, -2.76787, 1.72060)  0.29
H (-8.86957, -3.34395, 2.46776)  0.45
H (-7.87691, -0.29595, 6.17249)  0.36
H (-8.21943, 1.29790, 5.54769)  0.39
H (-6.65099, 0.97364, 6.23235)  0.24
H (-8.73118, 0.37802, 3.10841)  0.35
H (-7.21951, 0.75877, 2.26956)  0.31
H (-7.87412, 1.90576, 3.41635)  0.44
C (3.44742, 4.24254, -5.06809)  -0.94
N (2.17672, 3.66686, -4.69291)  0.18
C (1.53929, 2.98383, -5.80540)  -1.07
P (1.15328, 3.92537, -3.33535)  0.65
O (1.07094, 2.49975, -2.85737)  -0.67
N (1.87247, 4.55265, -1.89271)  0.34
C (3.04803, 5.40977, -1.79791)  -0.82
C (1.81366, 3.68894, -0.70879)  -1.11
N (0.62713, 5.45757, -3.85764)  0.02
C (1.39076, 6.53619, -4.45423)  -1.00
C (-0.51591, 5.93962, -3.06417)  -1.06
H (3.35093, 4.92770, -5.92325)  0.37
H (4.15036, 3.45654, -5.36594)  0.32
H (3.92668, 4.79722, -4.26780)  0.26
H (0.88409, 3.66252, -6.37328)  0.29
H (0.93192, 2.14790, -5.45182)  0.22
H (2.27912, 2.57128, -6.49237)  0.40
H (3.88221, 5.07285, -2.41659)  0.15
H (3.44189, 5.43971, -0.78259)  0.32
H (2.79699, 6.45023, -2.01352)  0.12
H (2.60373, 2.92863, -0.70858)  0.35
H (0.85345, 3.18950, -0.62905)  0.30
H (1.91736, 4.28767, 0.20016)  0.39
H (2.39975, 6.64959, -4.06196)  0.36
H (0.88264, 7.48464, -4.28476)  0.39
H (1.45944, 6.42305, -5.53957)  0.24
H (-0.19312, 6.38888, -2.11747)  0.28
H (-1.19416, 5.11560, -2.83246)  0.31
H (-1.10013, 6.67409, -3.62053)  0.43
C (3.71626, 7.38591, 1.90721)  -0.76
N (2.83426, 8.44359, 1.47242)  0.17
C (1.84442, 7.97118, 0.52249)  -1.33
P (2.94788, 10.15705, 1.58981)  0.81
O (1.64480, 10.40624, 2.29966)  -0.80
N (3.95621, 10.82174, 2.82830)  0.13
C (5.14101, 10.20855, 3.41958)  -1.01
C (3.28402, 11.64308, 3.83994)  -1.09
N (4.15891, 10.28298, 0.39704)  0.04
C (5.32691, 9.45112, 0.18437)  -0.91
C (4.37028, 11.67956, -0.01749)  -1.16
H (4.21713, 6.89351, 1.05975)  0.20
H (3.15199, 6.61118, 2.43901)  0.39
H (4.49468, 7.72031, 2.58567)  0.13
H (2.21369, 8.06978, -0.51032)  0.36
H (0.91868, 8.54469, 0.60738)  0.36
H (1.58167, 6.92510, 0.69137)  0.42
H (4.99707, 9.16058, 3.68881)  0.25
H (5.41349, 10.71266, 4.34558)  0.42
H (6.02124, 10.32445, 2.78253)  0.26
H (2.81270, 11.03656, 4.62203)  0.35
H (2.52754, 12.28053, 3.39440)  0.31
H (4.00157, 12.31559, 4.31642)  0.42
H (5.79745, 9.08643, 1.09562)  0.36
H (6.08785, 10.01435, -0.35433)  0.41
H (5.09202, 8.58764, -0.44493)  0.13
H (5.02196, 12.21707, 0.68108)  0.36
H (3.41763, 12.21116, -0.06653)  0.34
H (4.80618, 11.73256, -1.01646)  0.43

Forces on the atoms, in the same order (eV/Å):
C 0.35 0.33 -0.73
C 0.84 0.10 0.54
C -1.79 -0.75 -0.63
N 1.20 -0.71 1.42
C -0.60 0.92 -3.83
C 0.22 0.17 1.15
C -0.09 0.30 0.17
C 0.04 -0.01 0.39
C 0.74 0.17 -0.04
O -0.14 -0.16 0.09
C -0.17 -0.65 0.13
O 0.27 0.03 0.72
S 0.69 -0.68 -0.10
O 0.28 0.89 -0.25
O -0.93 0.04 0.07
O -0.35 -0.40 0.82
H -0.30 0.02 0.29
H -0.32 -0.16 0.14
H 0.07 -0.10 0.18
H -0.03 0.14 -0.11
H -0.29 -0.08 0.12
H 0.28 0.46 -0.20
H 0.38 -0.02 0.16
H -0.06 0.14 0.22
H 0.15 -0.07 0.02
H 0.00 -0.25 0.11
H 0.10 -0.11 -0.10
H 0.08 -0.10 -0.07
H -0.15 0.16 -0.13
H -0.11 -0.10 -0.15
H -0.11 -0.11 0.03
H -0.38 0.00 -0.06
H 0.04 0.08 -0.07
H 0.20 0.47 -0.31
H -0.14 0.11 0.05
C -0.09 0.28 0.01
N -0.29 -0.14 0.04
C 0.43 0.00 -0.26
P -6.69 -0.28 1.18
O 3.47 1.46 -0.56
N -0.03 -0.84 -0.37
C 0.09 0.67 -0.12
C 0.10 -0.25 0.08
N 3.20 -0.79 -1.37
C -0.18 0.16 1.09
C -0.03 0.06 -0.16
H -0.07 0.01 -0.01
H 0.05 -0.03 0.00
H 0.12 -0.02 -0.06
H -0.02 0.00 0.15
H -0.02 0.01 -0.04
H -0.15 -0.01 -0.07
H -0.01 0.09 -0.04
H 0.21 -0.16 -0.04
H -0.06 0.10 0.25
H 0.08 -0.06 -0.03
H 0.00 -0.02 0.16
H -0.12 0.21 0.07
H 0.01 -0.15 0.06
H 0.23 -0.19 -0.13
H -0.09 -0.07 0.04
H 0.01 0.02 0.00
H -0.06 -0.06 0.00
H -0.06 0.02 0.09
C -0.18 0.16 0.20
N -0.01 -0.25 0.21
C -0.05 0.25 -0.42
P -1.67 -4.27 4.94
O 0.56 3.29 -1.90
N -0.08 -0.66 -0.56
C -0.27 0.62 0.22
C 0.19 -0.15 -0.18
N 0.39 1.31 -3.26
C 0.86 -0.03 0.74
C -0.17 -0.08 0.01
H -0.03 -0.03 0.03
H 0.04 0.01 -0.07
H 0.00 0.06 -0.13
H 0.12 -0.01 0.09
H -0.05 0.00 0.00
H -0.11 -0.09 0.06
H -0.07 0.06 0.04
H 0.11 -0.01 -0.25
H 0.16 0.04 0.22
H 0.03 0.00 -0.09
H 0.15 -0.02 0.07
H -0.06 0.10 0.24
H 0.08 -0.10 -0.05
H 0.01 -0.03 -0.30
H 0.02 -0.10 0.04
H 0.00 0.03 0.00
H -0.02 -0.07 0.01
H 0.08 -0.01 0.07
C 0.05 0.30 -0.07
N 0.32 -0.06 0.03
C -0.47 0.00 0.14
P 6.63 1.08 0.46
O -3.68 0.48 -0.96
N 0.09 -0.58 0.82
C -0.19 0.66 -0.35
C -0.04 -0.29 0.05
N -3.29 -0.94 0.93
C 0.48 -0.35 -0.97
C 0.08 0.09 0.15
H 0.04 0.02 0.01
H -0.06 -0.05 0.01
H -0.14 -0.02 0.04
H 0.06 -0.06 -0.12
H 0.00 0.04 0.04
H 0.12 0.06 0.09
H -0.03 0.10 -0.03
H -0.26 -0.23 0.11
H 0.18 0.00 -0.27
H -0.07 -0.06 0.03
H 0.05 -0.10 -0.12
H 0.11 0.19 -0.15
H 0.03 -0.13 0.03
H -0.20 -0.15 0.18
H 0.10 -0.05 0.02
H -0.01 0.02 -0.02
H 0.05 -0.02 0.04
H 0.06 -0.04 -0.09
C 0.27 -0.05 -0.10
N 0.08 -0.28 0.31
C -0.15 0.48 -0.26
P 3.02 -3.84 4.52
O -0.73 1.74 -3.32
N -0.36 0.40 0.66
C 0.47 0.03 -0.54
C -0.28 0.04 0.10
N -1.76 2.73 -1.35
C -0.32 -1.06 -0.19
C 0.12 0.07 0.12
H 0.05 -0.01 0.03
H -0.07 0.04 -0.02
H -0.05 0.12 -0.06
H -0.11 -0.13 -0.04
H 0.05 0.05 0.02
H 0.15 -0.02 0.13
H 0.09 0.01 -0.05
H -0.22 0.15 -0.02
H -0.01 -0.26 -0.08
H -0.07 0.06 -0.01
H -0.10 -0.14 -0.02
H 0.19 -0.16 -0.09
H -0.11 -0.01 0.08
H -0.18 0.25 0.03
H -0.01 -0.06 0.10
H 0.01 0.00 -0.03
H 0.00 -0.01 0.07
H -0.03 -0.11 -0.01


Computed, not measured: the ion C2H6N3O with charge +1 at a distorted geometry, with ωB97M-V/def2-TZVPD.

Results
- Kohn-Sham gap (alpha / beta) (eV) = 8.13 / 9.48
- total charge = +1

Last column: natural (NBO) charge in e.
Element x y z (Å)
C (0.23749, -0.41147, 1.13221)  -0.06
C (-0.09581, -0.53490, -1.25326)  -0.13
N (1.84143, -2.12745, 1.15532)  0.41
N (1.32310, -1.17424, 0.62631)  -0.31
N (-0.06190, 0.42386, -0.08412)  -0.58
O (2.49769, -3.04693, 0.93962)  -0.16
H (-0.65206, -0.92056, 1.41405)  0.23
H (0.46320, 0.35054, 1.84883)  0.23
H (-0.00781, -0.04406, -2.26014)  0.23
H (-0.71768, -1.37695, -0.97154)  0.20
H (-0.98247, 0.93356, -0.22181)  0.47
H (0.73405, 1.17654, -0.26396)  0.46

Forces on the atoms, in the same order (eV/Å):
C 0.21 1.76 -0.03
C 0.13 1.17 -0.27
N -2.34 0.77 3.26
N 0.60 0.39 -2.40
N 0.61 1.46 -3.07
O 1.80 -1.37 -1.26
H -0.65 -0.80 0.16
H 0.50 -0.06 1.08
H -0.15 -0.86 1.21
H 0.11 -0.03 -0.64
H 1.08 -0.48 1.33
H -1.90 -1.96 0.62